[1]
{
  "formula": "C6H24F2N5O7PS2Ti",
  "method": "the ωB97M-V functional and the def2-TZVPD basis",
  "multiplicity": 4,
  "s_squared": 3.7543,
  "e_homo_ev": [-2.079, -5.859],
  "e_above_lowest_kj_mol": 137.9,
  "total_charge": -1,
  "elements": ["Ti", "N", "H", "H", "H", "H", "N", "S", "O", "O", "F", "S", "O", "O", "F", "O", "H", "O", "H", "O", "P", "N", "C", "C", "N", "C", "C", "N", "C", "C", "H", "H", "H", "H", "H", "H", "H", "H", "H", "H", "H", "H", "H", "H", "H", "H", "H", "H"],
  "positions_angstrom": [[-2.57, -0.14, 0.55], [-3.33, 3.13, 0.16], [-3.65, 2.38, -0.43], [-4.09, 3.72, 0.47], [-2.57, 3.58, -0.33], [-2.86, 2.73, 0.96], [-1.90, 1.76, 1.93], [-0.71, 2.46, 2.67], [0.32, 1.59, 3.17], [-0.99, 3.69, 3.41], [-0.04, 3.05, 1.28], [-2.38, 1.25, 3.54], [-2.82, 2.22, 4.55], [-1.83, -0.02, 4.04], [-3.86, 0.79, 3.06], [-3.84, 0.93, -1.16], [-4.82, 0.83, -1.18], [-3.08, -2.29, 0.63], [-2.29, -2.49, 1.17], [-0.74, -0.52, -1.05], [0.73, -0.83, -0.94], [1.34, -0.91, 0.65], [0.66, -1.78, 1.55], [2.67, -0.50, 1.16], [1.69, 0.34, -1.73], [2.19, 1.56, -1.10], [1.74, 0.46, -3.21], [1.27, -2.27, -1.71], [0.51, -2.95, -2.74], [2.63, -2.86, -1.58], [-0.13, -2.37, 1.08], [0.26, -1.25, 2.42], [1.33, -2.49, 2.03], [3.43, -0.17, 0.45], [3.13, -1.37, 1.63], [2.52, 0.27, 1.92], [1.87, 1.51, -0.06], [3.28, 1.61, -1.04], [1.83, 2.46, -1.60], [2.72, 0.37, -3.68], [1.21, -0.35, -3.72], [1.15, 1.32, -3.53], [0.53, -2.37, -3.67], [1.00, -3.90, -2.96], [-0.53, -3.07, -2.43], [2.55, -3.85, -1.13], [3.26, -2.22, -0.95], [3.19, -3.03, -2.51]],
  "nbo_charge": [1.515, -0.916, 0.463, 0.407, 0.417, 0.453, -1.316, 2.326, -0.960, -0.933, -0.570, 2.130, -0.944, -0.946, -0.547, -1.253, 0.443, -1.227, 0.409, -1.115, 2.405, -0.799, -0.425, -0.412, -0.809, -0.402, -0.407, -0.802, -0.399, -0.396, 0.212, 0.238, 0.181, 0.204, 0.184, 0.232, 0.234, 0.174, 0.188, 0.189, 0.205, 0.194, 0.168, 0.189, 0.230, 0.189, 0.211, 0.184]
}

[2]
{
  "formula": "C42H105O28P7",
  "method": "the ωB97M-V functional and the def2-TZVPD basis",
  "smiles": "CCOP(=O)(OCC)OCC.CCOP(=O)(OCC)OCC.CCOP(=O)(OCC)OCC.CCOP(=O)(OCC)OCC.CCOP(=O)(OCC)OCC.CCOP(=O)(OCC)OCC.CCOP(=O)(OCC)OCC",
  "multiplicity": 1,
  "e_homo_ev": -10.228,
  "e_above_lowest_kj_mol": 919.1,
  "total_charge": 0,
  "elements": ["C", "C", "O", "P", "O", "O", "C", "C", "O", "C", "C", "H", "H", "H", "H", "H", "H", "H", "H", "H", "H", "H", "H", "H", "H", "H", "C", "C", "O", "P", "O", "O", "C", "C", "O", "C", "C", "H", "H", "H", "H", "H", "H", "H", "H", "H", "H", "H", "H", "H", "H", "H", "C", "C", "O", "P", "O", "O", "C", "C", "O", "C", "C", "H", "H", "H", "H", "H", "H", "H", "H", "H", "H", "H", "H", "H", "H", "H", "C", "C", "O", "P", "O", "O", "C", "C", "O", "C", "C", "H", "H", "H", "H", "H", "H", "H", "H", "H", "H", "H", "H", "H", "H", "H", "C", "C", "O", "P", "O", "O", "C", "C", "O", "C", "C", "H", "H", "H", "H", "H", "H", "H", "H", "H", "H", "H", "H", "H", "H", "H", "C", "C", "O", "P", "O", "O", "C", "C", "O", "C", "C", "H", "H", "H", "H", "H", "H", "H", "H", "H", "H", "H", "H", "H", "H", "H", "C", "C", "O", "P", "O", "O", "C", "C", "O", "C", "C", "H", "H", "H", "H", "H", "H", "H", "H", "H", "H", "H", "H", "H", "H", "H"],
  "positions_angstrom": [[-38.28, -2.97, -6.57], [-38.40, -3.57, -5.17], [-39.54, -4.34, -5.38], [-40.95, -4.10, -4.58], [-41.23, -2.75, -3.98], [-41.05, -5.41, -3.60], [-42.31, -5.92, -3.19], [-42.19, -6.84, -1.98], [-42.02, -4.39, -5.74], [-41.99, -3.59, -6.93], [-43.34, -3.66, -7.68], [-39.18, -2.43, -6.85], [-37.40, -2.37, -6.81], [-38.11, -3.75, -7.31], [-37.46, -4.11, -5.14], [-38.61, -2.95, -4.30], [-42.86, -5.01, -2.95], [-42.80, -6.20, -4.13], [-43.01, -7.53, -1.80], [-41.25, -7.38, -2.10], [-42.07, -6.25, -1.06], [-41.78, -2.55, -6.68], [-41.19, -3.92, -7.60], [-44.03, -4.49, -7.52], [-44.00, -2.83, -7.43], [-43.18, -3.77, -8.75], [-37.05, 11.73, -19.89], [-35.63, 11.31, -20.07], [-34.69, 12.36, -20.17], [-34.13, 13.22, -18.98], [-34.86, 13.12, -17.63], [-32.50, 12.93, -18.93], [-31.91, 11.65, -18.71], [-32.08, 11.42, -17.23], [-34.11, 14.67, -19.67], [-35.10, 15.70, -19.59], [-36.46, 15.49, -20.28], [-37.03, 12.48, -19.10], [-37.43, 12.16, -20.82], [-37.69, 10.91, -19.55], [-35.46, 10.59, -19.27], [-35.63, 10.73, -20.99], [-32.48, 10.81, -19.12], [-30.89, 11.40, -18.98], [-33.10, 11.48, -16.87], [-31.66, 10.42, -17.06], [-31.46, 12.19, -16.77], [-35.23, 15.91, -18.53], [-34.54, 16.59, -19.87], [-36.18, 15.47, -21.34], [-36.97, 14.55, -20.06], [-37.24, 16.24, -20.16], [-33.32, 19.17, -10.04], [-32.19, 18.19, -10.01], [-31.40, 18.33, -8.87], [-30.06, 19.18, -8.80], [-30.22, 20.64, -9.09], [-29.40, 19.02, -7.36], [-28.67, 20.04, -6.71], [-29.43, 21.16, -6.17], [-29.08, 18.37, -9.88], [-28.65, 17.05, -9.51], [-28.39, 16.27, -10.77], [-33.94, 19.24, -9.15], [-32.86, 20.13, -10.26], [-34.04, 18.86, -10.80], [-32.69, 17.22, -10.02], [-31.62, 18.14, -10.94], [-28.19, 19.61, -5.83], [-27.81, 20.40, -7.27], [-29.93, 20.83, -5.26], [-28.80, 21.97, -5.80], [-30.12, 21.73, -6.80], [-27.73, 17.27, -8.95], [-29.27, 16.51, -8.79], [-27.51, 16.69, -11.27], [-28.54, 15.22, -10.54], [-29.16, 16.58, -11.49], [-31.35, 4.32, -14.16], [-31.58, 5.48, -13.13], [-32.33, 5.06, -11.99], [-31.89, 5.67, -10.56], [-32.76, 5.24, -9.50], [-30.34, 5.24, -10.43], [-29.90, 4.41, -9.38], [-30.24, 2.96, -9.65], [-31.81, 7.20, -10.94], [-31.39, 8.12, -9.91], [-32.66, 8.80, -9.24], [-31.37, 3.38, -13.60], [-32.13, 4.21, -14.91], [-30.36, 4.40, -14.62], [-30.66, 6.00, -12.85], [-32.18, 6.34, -13.39], [-28.81, 4.43, -9.40], [-30.31, 4.78, -8.44], [-29.65, 2.27, -9.04], [-31.21, 2.59, -9.34], [-29.95, 2.73, -10.68], [-30.69, 7.81, -9.13], [-30.85, 8.90, -10.44], [-33.47, 8.98, -9.94], [-33.10, 8.23, -8.43], [-32.37, 9.83, -9.02], [-39.58, 13.15, -11.15], [-39.89, 12.97, -9.70], [-39.50, 11.76, -8.99], [-40.05, 10.34, -9.52], [-41.45, 10.35, -10.15], [-39.98, 9.46, -8.11], [-38.83, 9.18, -7.30], [-38.49, 7.67, -7.43], [-38.76, 9.76, -10.38], [-38.77, 9.87, -11.83], [-38.22, 8.58, -12.40], [-40.46, 12.76, -11.66], [-39.43, 14.22, -11.33], [-38.73, 12.56, -11.48], [-39.16, 13.56, -9.15], [-40.81, 13.34, -9.25], [-38.03, 9.87, -7.56], [-39.07, 9.31, -6.24], [-38.87, 7.02, -6.63], [-38.87, 7.57, -8.44], [-37.44, 7.39, -7.37], [-39.81, 10.07, -12.09], [-38.19, 10.75, -12.11], [-38.03, 8.59, -13.48], [-37.20, 8.33, -12.09], [-38.95, 7.78, -12.36], [-28.90, 1.36, 0.63], [-29.72, 1.26, 1.95], [-29.28, 2.38, 2.67], [-28.91, 2.27, 4.28], [-28.00, 3.36, 4.87], [-30.39, 2.05, 4.89], [-30.66, 1.53, 6.12], [-31.03, 0.02, 5.91], [-28.22, 0.80, 4.30], [-26.82, 0.67, 4.38], [-26.64, -0.74, 3.95], [-28.74, 0.37, 0.22], [-29.42, 2.09, 0.00], [-27.91, 1.81, 0.73], [-30.79, 1.20, 1.76], [-29.63, 0.33, 2.52], [-29.77, 1.66, 6.73], [-31.50, 1.99, 6.63], [-31.73, 0.06, 5.08], [-30.11, -0.52, 5.69], [-31.47, -0.48, 6.77], [-26.37, 1.34, 3.64], [-26.44, 1.01, 5.34], [-26.88, -1.44, 4.76], [-26.94, -0.93, 2.92], [-25.60, -0.95, 3.69], [-22.14, 10.65, -8.50], [-22.34, 9.31, -7.76], [-22.64, 8.39, -8.76], [-24.13, 7.78, -8.96], [-25.13, 8.82, -9.29], [-23.95, 6.71, -10.07], [-23.86, 7.15, -11.40], [-23.35, 6.01, -12.41], [-24.41, 6.84, -7.58], [-23.26, 6.06, -6.99], [-23.80, 4.66, -6.84], [-21.39, 10.49, -9.27], [-23.05, 11.01, -8.99], [-21.76, 11.42, -7.83], [-21.36, 9.17, -7.30], [-23.06, 9.23, -6.95], [-24.83, 7.49, -11.76], [-23.13, 7.96, -11.46], [-24.00, 5.14, -12.51], [-23.15, 6.47, -13.38], [-22.37, 5.68, -12.07], [-22.34, 6.14, -7.57], [-23.06, 6.32, -5.95], [-24.46, 4.39, -6.01], [-24.01, 4.06, -7.73], [-22.82, 4.31, -6.51]],
  "lowdin_charge": [-0.082, -0.280, -0.205, 0.524, -0.254, -0.200, -0.284, -0.053, -0.195, -0.250, -0.064, 0.069, 0.073, 0.081, 0.117, 0.117, 0.109, 0.113, 0.077, 0.076, 0.077, 0.112, 0.110, 0.072, 0.072, 0.070, -0.087, -0.288, -0.158, 0.507, -0.276, -0.183, -0.283, -0.098, -0.185, -0.254, -0.049, 0.063, 0.080, 0.086, 0.118, 0.120, 0.106, 0.122, 0.066, 0.078, 0.084, 0.108, 0.119, 0.076, 0.048, 0.078, -0.075, -0.312, -0.163, 0.499, -0.250, -0.163, -0.299, -0.104, -0.206, -0.304, -0.065, 0.084, 0.077, 0.079, 0.117, 0.123, 0.122, 0.126, 0.082, 0.086, 0.078, 0.113, 0.115, 0.084, 0.083, 0.073, -0.042, -0.268, -0.186, 0.387, -0.200, -0.190, -0.277, -0.082, -0.183, -0.216, -0.060, 0.070, 0.067, 0.068, 0.101, 0.112, 0.119, 0.118, 0.071, 0.079, 0.082, 0.117, 0.111, 0.068, 0.070, 0.066, -0.066, -0.266, -0.206, 0.553, -0.267, -0.215, -0.258, -0.059, -0.210, -0.266, -0.069, 0.080, 0.087, 0.063, 0.111, 0.127, 0.111, 0.110, 0.071, 0.071, 0.068, 0.106, 0.098, 0.072, 0.080, 0.082, -0.054, -0.286, -0.198, 0.570, -0.267, -0.184, -0.301, -0.053, -0.239, -0.281, -0.077, 0.070, 0.073, 0.071, 0.115, 0.102, 0.116, 0.119, 0.079, 0.062, 0.071, 0.119, 0.125, 0.087, 0.084, 0.075, -0.066, -0.291, -0.212, 0.449, -0.233, -0.171, -0.250, -0.048, -0.211, -0.231, -0.089, 0.078, 0.074, 0.073, 0.113, 0.120, 0.115, 0.113, 0.068, 0.067, 0.064, 0.115, 0.115, 0.083, 0.082, 0.072]
}

[3]
{
  "formula": "C5H12O3",
  "method": "the ωB97M-V functional and the def2-TZVPD basis",
  "smiles": "C=C(O)/C=C/C.O.O",
  "multiplicity": 1,
  "e_homo_ev": -8.877,
  "e_above_lowest_kj_mol": 219.2,
  "total_charge": 0,
  "elements": ["C", "C", "O", "C", "C", "C", "H", "H", "H", "H", "H", "H", "H", "H", "O", "H", "H", "O", "H", "H"],
  "positions_angstrom": [[0.07, 1.28, -2.52], [0.01, 0.25, -1.68], [-0.91, -0.75, -1.86], [0.77, 0.16, -0.43], [0.86, 1.20, 0.40], [1.57, 1.11, 1.71], [-0.74, 1.45, -3.22], [0.81, 2.06, -2.49], [-1.57, -0.45, -2.50], [1.22, -0.78, -0.24], [0.39, 2.16, 0.24], [0.86, 0.74, 2.43], [2.35, 0.37, 1.87], [1.98, 2.07, 2.05], [-0.31, -2.37, 1.14], [-0.69, -3.22, 0.87], [0.39, -2.35, 0.47], [-2.74, -0.94, 1.17], [-1.99, -0.59, 0.67], [-2.34, -1.42, 1.90]],
  "nbo_charge": [-0.526, 0.297, -0.688, -0.265, -0.113, -0.662, 0.188, 0.214, 0.485, 0.187, 0.213, 0.232, 0.219, 0.218, -0.935, 0.472, 0.465, -0.950, 0.479, 0.471]
}